P:
{"formula": "C3H4O2", "method": "ωB97M-V/def2-TZVPD", "symbols": ["C", "C", "C", "O", "O", "H", "H", "H", "H"], "coordinates": [[-2.0848, -0.1327, -0.3940], [-0.8927, -0.2335, -0.1184], [0.7202, -0.0856, 0.4213], [0.8649, 1.1445, 1.0150], [1.4819, -0.1683, -0.7197], [-3.0423, -0.3691, -0.7724], [0.7285, -1.0481, 1.0550], [0.8393, 1.9130, 0.4999], [1.3850, -1.0203, -0.9866]], "gap_ev": 10.94, "e_homo_ev": -10.19}


Q:
{"formula": "C3H4O2", "method": "ωB97M-V/def2-TZVPD", "symbols": ["C", "C", "O", "C", "O", "H", "H", "H", "H"], "coordinates": [[-0.5429, 1.0293, 0.3507], [-0.1629, -0.4108, 0.2082], [-0.6083, -1.2119, 1.0042], [0.8642, -0.9861, -0.7605], [1.6578, -0.3452, -1.3997], [-0.7282, 1.0134, 1.4253], [-1.5132, 1.2469, -0.1079], [0.1961, 1.7582, 0.0017], [0.8375, -2.0937, -0.7220]], "gap_ev": 9.54, "e_homo_ev": -10.05}


R:
{"formula": "C3H4O2", "method": "ωB97M-V/def2-TZVPD", "symbols": ["C", "C", "O", "C", "O", "H", "H", "H", "H"], "coordinates": [[1.1530, 0.3782, 0.1452], [0.0435, -0.3047, -0.0919], [-0.0969, -1.6171, -0.0632], [-1.3018, 0.5169, -0.2366], [-2.3651, 0.4966, 0.3786], [1.0653, 1.5172, 0.3949], [2.0181, -0.0883, 0.5405], [0.7061, -2.1745, -0.0383], [-1.2222, 1.2756, -1.0291]], "gap_ev": 10.07, "e_homo_ev": -9.56}


Which of them is the most stable? Correct choice: Q.


P:
{"formula": "C3H6FNO2", "method": "ωB97M-V/def2-TZVPD", "symbols": ["C", "C", "C", "N", "O", "O", "F", "H", "H", "H", "H", "H", "H"], "coordinates": [[-0.4899, 0.0902, 1.6400], [0.0526, -1.2809, -0.6908], [-0.5597, -0.2507, 0.2174], [0.8529, 1.4843, -0.9666], [0.9674, 2.5805, -0.4513], [1.1807, 1.0751, -2.0724], [-1.5403, 0.4900, -0.4749], [-1.4023, 0.0400, 2.0751], [-0.1659, 1.0798, 1.6228], [0.3041, -0.4193, 2.1042], [0.8020, -1.9432, -0.2634], [0.5608, -0.8732, -1.5424], [-0.5625, -2.0726, -1.1976]], "gap_ev": [9.39, 6.65], "e_homo_ev": [-9.44, -8.02]}


Q:
{"formula": "C3H6FNO2", "method": "ωB97M-V/def2-TZVPD", "symbols": ["C", "C", "C", "N", "O", "O", "H", "H", "H", "H", "H", "F", "H"], "coordinates": [[-0.0380, -0.2135, -0.8552], [-0.7586, 0.2627, 0.0818], [-0.2432, 0.6766, 1.4586], [-2.1974, 0.6522, -0.0252], [-2.6419, 1.2805, 0.9193], [-2.8109, 0.3733, -1.0096], [-0.4201, -0.8608, -1.7162], [1.0471, -0.4275, -0.4621], [-0.9138, 0.2271, 2.3089], [-0.2724, 1.7371, 1.5568], [0.7468, 0.2622, 1.4807], [-1.2469, -2.3932, -0.3163], [-1.0765, -3.0987, -0.8918]], "gap_ev": 10.60, "e_homo_ev": -10.64}


Which of them is the most stable? Correct choice: Q.


P:
{"formula": "C3H6FNO2", "method": "ωB97M-V/def2-TZVPD", "symbols": ["C", "C", "F", "O", "C", "O", "H", "H", "H", "N", "H", "H", "H"], "coordinates": [[-0.6034, -1.3532, 0.7086], [-1.5855, -0.6819, -0.2273], [-1.4009, -0.9755, -1.5655], [-3.0287, -0.5876, -0.0122], [-2.3305, 0.5112, 0.1099], [-2.4441, 1.6729, 0.3402], [-0.8239, -0.7515, 1.6423], [0.3627, -1.1659, 0.2699], [-0.9600, -2.4040, 0.9244], [0.3140, 1.3710, -0.6958], [0.5808, 1.8760, -1.5870], [1.0672, 0.7200, -0.3789], [0.1506, 2.1214, 0.0045]], "gap_ev": 10.77, "e_homo_ev": -10.05}


Q:
{"formula": "C3H6FNO2", "method": "ωB97M-V/def2-TZVPD", "symbols": ["C", "C", "O", "C", "F", "N", "O", "H", "H", "H", "H", "H", "H"], "coordinates": [[-1.4673, -0.9115, 0.4592], [-0.1083, -0.4830, 0.9561], [0.1869, -0.1722, 2.0790], [1.0357, -0.6118, -0.1157], [1.9849, -1.5081, 0.3624], [1.3302, 0.6910, -0.6174], [1.6228, 1.5341, 0.5468], [-1.4387, -0.5483, -0.5991], [-2.1866, -0.4036, 1.0439], [-1.6643, -1.9792, 0.5823], [0.5562, -1.1323, -0.9737], [2.2193, 0.8982, -1.1650], [1.4824, 1.0846, 1.3398]], "gap_ev": 10.50, "e_homo_ev": -9.78}


R:
{"formula": "C3H6FNO2", "method": "ωB97M-V/def2-TZVPD", "symbols": ["C", "C", "C", "N", "O", "O", "F", "H", "H", "H", "H", "H", "H"], "coordinates": [[0.4046, 0.2716, -0.1363], [-2.1839, 0.9305, 0.2216], [2.5381, -0.8719, 0.0308], [-1.6228, -0.4564, 0.4283], [0.4638, 1.3483, -0.5557], [1.0840, -0.6688, 0.3027], [-1.7917, -1.3024, -0.6922], [-1.8658, 1.5757, -0.6453], [-3.3725, 0.8025, 0.0593], [-2.0224, 1.2484, 1.2673], [2.8654, 0.0822, -0.3461], [2.7171, -1.5625, -0.8528], [2.7861, -1.3972, 0.9185]], "gap_ev": [8.75, 8.76], "e_homo_ev": [-8.33, -8.34]}


Which of them is the most stable? Correct choice: P.


P:
{"formula": "C3H5NS2", "method": "ωB97M-V/def2-TZVPD", "symbols": ["C", "C", "C", "N", "S", "S", "H", "H", "H", "H", "H"], "coordinates": [[-0.0527, -0.9892, -0.6405], [-1.3622, -0.8372, -0.5464], [0.6343, 0.2454, 0.7822], [-0.5218, 1.0442, 0.8784], [-1.9355, 0.1711, 0.8222], [1.9481, 1.2391, 0.1096], [0.7637, -1.3983, -1.1783], [-2.1109, -1.3470, -1.0942], [0.8557, -0.5721, 1.5306], [-0.2963, 1.9133, 0.3708], [2.0775, 0.5307, -1.0344]], "gap_ev": 9.27, "e_homo_ev": -8.50}


Q:
{"formula": "C3H5NS2", "method": "ωB97M-V/def2-TZVPD", "symbols": ["S", "C", "C", "C", "N", "S", "H", "H", "H", "H", "H"], "coordinates": [[-2.4064, -0.6970, -1.0116], [-0.9569, -0.3739, -0.2791], [-0.5116, -0.2765, 1.1194], [0.9240, -0.0136, 0.6003], [0.2382, -0.1089, -0.7995], [0.7658, 0.2984, -2.3075], [-0.6147, -1.1785, 1.7893], [-0.9316, 0.6010, 1.7251], [1.6524, -0.8496, 0.6994], [1.3158, 0.9664, 0.7114], [0.5251, 1.6322, -2.2470]], "gap_ev": 8.91, "e_homo_ev": -8.38}


R:
{"formula": "C3H5NS2", "method": "ωB97M-V/def2-TZVPD", "symbols": ["C", "C", "C", "N", "S", "S", "H", "H", "H", "H", "H"], "coordinates": [[0.8917, -0.0915, -0.5870], [-0.1371, -0.3492, 0.2759], [-1.3885, -1.0954, 0.0038], [1.9095, 0.7679, -0.4209], [0.6954, 3.0284, 0.9841], [2.1326, 2.1170, 0.2274], [0.9786, -0.5308, -1.5164], [0.1045, 0.0479, 1.3401], [-1.2787, -1.8671, -0.7348], [-2.0794, -0.4296, -0.4181], [-1.8287, -1.5978, 0.8459]], "gap_ev": 7.39, "e_homo_ev": -8.57}


Which of them is the most stable? Correct choice: Q.


P:
{"formula": "C6H8N2", "method": "ωB97M-V/def2-TZVPD", "symbols": ["N", "C", "C", "C", "C", "C", "C", "N", "H", "H", "H", "H", "H", "H", "H", "H"], "coordinates": [[3.3809, 0.1555, -0.5579], [2.3292, -0.0409, -0.0343], [1.0101, -0.2492, 0.7075], [-0.1661, -0.7909, -0.1440], [-1.6153, -1.2073, -0.0767], [-2.2613, 0.2432, -0.3855], [-1.2067, 1.3125, -0.0567], [-0.1914, 0.4734, 0.6430], [1.1284, -0.5014, 1.6978], [0.0431, -0.5155, -1.2217], [-2.0363, -1.7639, 0.8504], [-1.7959, -1.9479, -0.8220], [-2.6966, 0.3762, -1.4200], [-3.0791, 0.4686, 0.3568], [-0.7895, 1.9530, -0.9071], [-1.6401, 1.9237, 0.8081]], "gap_ev": 10.18, "e_homo_ev": -9.26}


Q:
{"formula": "C6H8N2", "method": "ωB97M-V/def2-TZVPD", "symbols": ["C", "C", "C", "C", "C", "C", "N", "N", "H", "H", "H", "H", "H", "H", "H", "H"], "coordinates": [[-3.1330, 0.9075, -0.0977], [-3.2139, -0.4661, 0.0064], [-1.1502, 0.2332, 0.0796], [1.5651, 1.7706, 0.0121], [1.4550, 0.4566, 0.0536], [2.0431, -0.9055, -0.0476], [-1.8232, 1.3125, -0.0278], [-1.8953, -0.8893, 0.1011], [-3.8871, 1.5677, -0.1830], [-4.0458, -1.2349, -0.0566], [2.4125, 2.3843, -0.0830], [0.8019, 2.5116, 0.1451], [3.0287, -0.8626, 0.2599], [1.5212, -1.7323, 0.3221], [1.9913, -1.1676, -1.2414], [-1.6928, -1.8386, -0.2203]], "gap_ev": [8.20, 8.82], "e_homo_ev": [-8.23, -8.49]}


Which of them is the most stable? Correct choice: P.


P:
{"formula": "C6H8N2", "method": "ωB97M-V/def2-TZVPD", "symbols": ["C", "C", "C", "C", "N", "C", "N", "C", "H", "H", "H", "H", "H", "H", "H", "H"], "coordinates": [[-1.2572, 0.9609, -0.2989], [-0.0994, 1.6681, -0.0350], [0.8521, 0.4910, 0.2918], [2.2157, 0.0472, -0.0885], [0.8744, -0.5279, -0.5740], [0.3596, -1.6777, -0.1388], [-0.8785, -1.7678, 0.0381], [-1.7360, -0.4643, -0.0675], [-2.2550, 1.5855, -0.2763], [-0.1312, 2.6775, -0.1194], [0.3926, 0.2815, 1.3010], [2.9342, -0.3775, 0.6094], [2.6399, 0.5295, -0.8670], [0.9390, -2.6133, 0.0809], [-2.5475, -0.4496, -0.9035], [-2.3025, -0.3631, 1.0478]], "gap_ev": 9.79, "e_homo_ev": -8.79}


Q:
{"formula": "C6H8N2", "method": "ωB97M-V/def2-TZVPD", "symbols": ["N", "C", "C", "C", "C", "C", "C", "N", "H", "H", "H", "H", "H", "H", "H", "H"], "coordinates": [[2.0146, 0.5040, 3.3728], [1.5519, 0.3106, 2.3493], [0.8858, -0.0277, 1.1549], [-0.6246, -0.2020, 0.8222], [-0.9107, -1.0440, -0.4144], [-0.7995, 0.0286, -1.4865], [0.3507, 0.9279, -1.0048], [0.1408, 0.9513, 0.4186], [1.6430, -0.6690, 0.4762], [-1.4445, -0.1110, 1.6384], [-1.9096, -1.3506, -0.4519], [-0.1466, -1.7718, -0.6228], [-0.6636, -0.4587, -2.4808], [-1.6842, 0.5429, -1.1854], [1.3411, 0.4654, -1.1584], [0.2553, 1.9040, -1.4275]], "gap_ev": 10.54, "e_homo_ev": -9.69}


Which of them is the most stable? Correct choice: Q.